(1)
A cluster of 2 separate species, C4H11N3O2 in total at a distorted geometry, computed with wB97M-V/def2-TZVPD.

- maximum force (eV/A) = 1.779
- energy relative to the best compared isomer or geometry (same formula, charge and spin) (kcal/mol) = 25.0
- SMILES string = CN=C(N)N.CC(=O)O
- Kohn-Sham gap (eV) = 9.38

Each line ends with the natural charge from an NBO analysis.
Atoms and positions in Å:
1 C -1.82 0.16 1.99  -0.4418
2 N -1.06 -0.23 0.85  -0.5252
3 C -1.29 -1.36 0.34  0.5610
4 N -2.32 -2.22 0.79  -0.8476
5 N -0.58 -1.82 -0.75  -0.8421
6 H -2.11 -0.61 2.72  0.1898
7 H -2.77 0.62 1.68  0.1774
8 H -1.31 0.96 2.53  0.1935
9 H -3.24 -1.82 0.64  0.3793
10 H -2.26 -3.11 0.31  0.3698
11 H 0.40 -1.67 -0.87  0.4091
12 H -1.02 -2.43 -1.40  0.3785
13 C 1.99 2.02 -1.66  -0.7591
14 C 2.91 1.06 -0.96  0.7910
15 O 3.29 0.02 -1.39  -0.5669
16 O 3.29 1.44 0.28  -0.6704
17 H 1.30 2.60 -1.04  0.2266
18 H 1.35 1.39 -2.29  0.2499
19 H 2.43 2.74 -2.32  0.2461
20 H 2.83 2.26 0.53  0.4811

(2)
A cluster of 2 separate species, C4H11N3O2 in total at a distorted geometry, computed with wB97M-V/def2-TZVPD.

- maximum force (eV/A) = 3.058
- energy relative to the best compared isomer or geometry (same formula, charge and spin) (kcal/mol) = 16.4
- SMILES string = [H]/N=C(/N)NC.CC(=O)O
- Kohn-Sham gap (eV) = 9.88

Each line ends with the natural charge from an NBO analysis.
Atoms and positions in Å:
1 H 2.02 0.58 -1.59  0.3699
2 N 1.30 0.25 -0.97  -0.8574
3 C 0.65 -0.85 -1.08  0.6110
4 N 0.07 -1.40 0.04  -0.8419
5 N 0.75 -1.63 -2.19  -0.6240
6 C 0.57 -3.07 -2.10  -0.4087
7 H 0.18 -0.77 0.84  0.4286
8 H -0.92 -1.61 0.01  0.3821
9 H 1.01 -1.18 -3.05  0.3991
10 H -0.10 -3.35 -1.31  0.2194
11 H 1.57 -3.50 -1.96  0.1903
12 H 0.20 -3.51 -3.03  0.1984
13 C -1.52 2.81 2.22  -0.7224
14 C -0.87 1.61 1.56  0.8045
15 O -0.84 0.47 1.97  -0.6437
16 O 0.05 2.05 0.72  -0.7321
17 H -2.33 2.49 2.89  0.2276
18 H -1.77 3.56 1.49  0.2349
19 H -0.85 3.17 2.99  0.2462
20 H 0.55 1.38 0.14  0.5181

(3)
A cluster of 2 separate species, C4H11N3O2 in total at a distorted geometry, computed with wB97M-V/def2-TZVPD.

- maximum force (eV/A) = 4.989
- energy relative to the best compared isomer or geometry (same formula, charge and spin) (kcal/mol) = 86.2
- SMILES string = [H]/N=C(/N)NC.CC(=O)O
- Kohn-Sham gap (eV) = 9.89

Each line ends with the natural charge from an NBO analysis.
Atoms and positions in Å:
1 H 0.01 0.34 -0.67  0.3680
2 N 0.38 -0.66 -0.26  -0.7346
3 C 0.11 -1.76 -0.91  0.5660
4 N 0.79 -2.90 -0.38  -0.8805
5 N -0.46 -1.87 -2.21  -0.6696
6 C -1.64 -2.76 -2.24  -0.4373
7 H 1.58 -2.65 0.30  0.4067
8 H 0.20 -3.65 -0.14  0.3766
9 H 0.47 -2.17 -2.68  0.3910
10 H -1.23 -3.78 -2.40  0.2043
11 H -2.50 -2.24 -2.75  0.2244
12 H -2.05 -2.96 -1.35  0.1936
13 C 0.53 1.51 2.31  -0.7955
14 C 0.08 2.77 1.52  0.7994
15 O -0.80 3.49 1.87  -0.5558
16 O 0.85 2.90 0.35  -0.6960
17 H 0.59 0.53 1.70  0.2752
18 H -0.13 1.32 3.20  0.2493
19 H 1.64 1.63 2.43  0.2245
20 H 1.57 2.02 0.41  0.4901

(4)
A cluster of 2 separate species, C4H11N3O2 in total at a distorted geometry, computed with wB97M-V/def2-TZVPD.

- total charge = +1
- maximum force (eV/A) = 2.778
- energy relative to the best compared isomer or geometry (same formula, charge and spin) (kcal/mol) = 41.5
- <S²> = 0.758
- 2S+1 = 2
- Kohn-Sham gap (alpha / beta) (eV) = 10.32 / 5.74

Each line ends with the Mulliken spin population.
Atoms and positions in Å:
1 C 2.07 1.57 1.40  0.0144
2 C 0.39 0.00 1.89  -0.0387
3 N 0.12 0.66 3.03  0.8189
4 N 1.34 0.40 1.00  0.1121
5 N -0.49 -0.99 1.60  0.1342
6 H 0.76 1.27 3.50  -0.0149
7 H 0.23 0.54 -1.45  -0.0010
8 H 1.47 0.02 0.09  -0.0136
9 H -0.99 -1.29 2.41  -0.0047
10 H -0.18 -1.75 1.02  -0.0062
11 H 1.48 2.47 1.54  -0.0089
12 H 2.84 1.83 0.66  0.0006
13 H 2.58 1.46 2.38  0.0047
14 C -2.28 -1.03 -2.91  0.0001
15 C -0.87 -0.79 -2.49  -0.0006
16 O -0.60 0.05 -1.43  0.0030
17 O 0.05 -1.21 -3.14  0.0007
18 H -3.00 -0.98 -2.05  -0.0002
19 H -2.32 -2.02 -3.44  0.0001
20 H -2.60 -0.21 -3.61  0.0000

(5)
A structure of composition C4H11N3O2S2 at a distorted geometry, computed with wB97M-V/def2-TZVPD.

- maximum force (eV/A) = 6.823
- energy relative to the best compared isomer or geometry (same formula, charge and spin) (kcal/mol) = 13.1
- Kohn-Sham gap (eV) = 9.95

Each line ends with the natural charge from an NBO analysis.
Atoms and positions in Å:
1 C 0.27 0.61 0.00  0.5667
2 C -1.79 -0.50 1.42  -0.6792
3 C -1.88 -0.97 -0.92  -0.6767
4 C -1.59 0.02 0.08  -0.0589
5 N 1.08 -0.25 -0.33  -0.8541
6 N 0.32 1.86 0.40  -0.8067
7 N 3.47 -1.33 -0.42  -1.0298
8 O 3.10 0.90 -1.26  -0.9678
9 O 2.95 0.54 1.17  -0.9441
10 S -2.67 1.57 -0.12  -0.0782
11 S 2.69 0.10 -0.16  2.3948
12 H -1.32 0.26 1.99  0.2208
13 H -1.36 -1.43 1.69  0.2293
14 H -2.86 -0.60 1.64  0.2190
15 H -1.84 -0.50 -2.00  0.2158
16 H -2.77 -1.54 -0.88  0.2300
17 H -1.03 -1.75 -0.83  0.2337
18 H -0.50 2.30 0.56  0.4164
19 H 1.31 2.22 0.43  0.4270
20 H 3.43 -1.46 -1.45  0.4086
21 H 2.83 -1.96 0.15  0.3931
22 H -1.85 1.90 -1.19  0.1404

(6)
An isolated molecule of C4H11N3S at a distorted geometry, computed with wB97M-V/def2-TZVPD.

- maximum force (eV/A) = 7.239
- energy relative to the best compared isomer or geometry (same formula, charge and spin) (kcal/mol) = 80.9
- SMILES string = [H]/N=C(/NN)[C@@H](C)CS
- Kohn-Sham gap (eV) = 9.92

Each line ends with the natural charge from an NBO analysis.
Atoms and positions in Å:
1 H 0.84 -0.42 2.31  0.3548
2 N 1.26 -0.71 1.37  -0.7849
3 C 0.95 0.08 0.38  0.4267
4 N 1.64 0.00 -0.71  -0.4482
5 N 2.57 -1.05 -0.74  -0.6586
6 C -0.34 0.92 0.38  -0.3164
7 C 0.03 2.34 0.00  -0.6026
8 C -1.47 0.58 -0.44  -0.4851
9 S -2.25 -1.09 -0.10  -0.0829
10 H 1.11 -0.01 -1.78  0.3868
11 H 2.24 -1.86 -0.05  0.3846
12 H 3.39 -0.45 -0.24  0.3577
13 H -0.62 0.90 1.47  0.2251
14 H 0.86 2.34 0.82  0.2221
15 H -0.82 2.97 0.22  0.2138
16 H 0.48 2.49 -1.07  0.2221
17 H -1.50 0.75 -1.61  0.2261
18 H -2.24 1.26 -0.08  0.2252
19 H -1.11 -1.74 0.23  0.1336

(7)
An isolated molecule of C4H11N3S at a distorted geometry, computed with wB97M-V/def2-TZVPD.

- maximum force (eV/A) = 3.269
- energy relative to the best compared isomer or geometry (same formula, charge and spin) (kcal/mol) = 52.2
- SMILES string = CC(C)/C(=N\S)NN
- Kohn-Sham gap (eV) = 9.04

Each line ends with the natural charge from an NBO analysis.
Atoms and positions in Å:
1 C -1.80 1.23 -0.87  -0.6051
2 C -0.41 0.99 -0.19  -0.2888
3 C -0.34 1.89 1.01  -0.6047
4 C -0.08 -0.46 0.17  0.4045
5 N 1.11 -0.96 0.22  -0.6013
6 S 2.47 -0.02 -0.34  0.1092
7 N -1.03 -1.35 0.64  -0.4700
8 N -2.15 -1.64 -0.15  -0.6443
9 H -2.10 0.64 -1.73  0.2177
10 H -1.81 2.25 -1.10  0.2134
11 H -2.64 1.13 -0.18  0.1921
12 H 0.32 1.32 -0.96  0.2235
13 H -0.59 2.90 0.64  0.2109
14 H -1.21 1.76 1.60  0.2126
15 H 0.64 1.80 1.56  0.2360
16 H 3.36 -0.94 0.09  0.1271
17 H -0.58 -2.26 0.92  0.3822
18 H -1.91 -1.77 -1.14  0.3304
19 H -2.75 -0.74 -0.03  0.3545

(8)
An isolated molecule of C4H11N3S at a distorted geometry, computed with wB97M-V/def2-TZVPD.

- maximum force (eV/A) = 3.275
- energy relative to the best compared isomer or geometry (same formula, charge and spin) (kcal/mol) = 62.0
- SMILES string = CN(C)N(C)/C=N\S
- Kohn-Sham gap (eV) = 8.53

Each line ends with the natural charge from an NBO analysis.
Atoms and positions in Å:
1 C -0.45 -0.99 1.30  -0.4313
2 N 0.02 -0.59 -0.02  -0.2941
3 C -0.43 -1.41 -1.16  -0.4060
4 N 0.03 0.79 -0.25  -0.3004
5 C -1.19 1.50 -0.11  -0.4206
6 C 1.23 1.48 -0.09  0.2598
7 N 2.46 1.16 0.00  -0.6292
8 S 3.09 -0.40 -0.03  0.1424
9 H -0.20 -2.02 1.55  0.2163
10 H -1.46 -0.72 1.46  0.1759
11 H 0.14 -0.41 2.00  0.2104
12 H -0.21 -2.48 -0.98  0.2056
13 H 0.00 -1.07 -2.02  0.2112
14 H -1.51 -1.34 -1.26  0.1663
15 H -1.99 0.98 -0.60  0.2051
16 H -1.07 2.46 -0.63  0.2165
17 H -1.53 1.68 0.93  0.1825
18 H 1.09 2.55 -0.05  0.1729
19 H 1.96 -1.17 -0.04  0.1166